The following is a quantum chemistry calculation of C5H15N4S2 as an isolated structure, from the Open Molecules 2025 dataset.

The frontier orbital gap comes out at 0.2708 hartree. Its total energy is -1214.5668 Eh. The total charge is +1. The calculation puts the energy relative to the best compared isomer or geometry (same formula, charge and spin) at 0.0 kcal per mole. Its HOMO energy is -12.0 eV.

CARTESIAN COORDINATES (ANGSTROEM)
C1 0.102 1.115 2.296
C2 -0.938 1.986 1.641
C3 -1.440 0.904 -3.714
C4 1.910 -1.302 0.663
C5 0.156 0.697 -1.847
N1 0.118 -0.244 1.833
N2 -0.191 1.169 -3.047
N3 1.227 0.906 -1.187
N4 1.288 -0.246 1.362
S1 1.849 1.312 1.666
S2 -0.755 -4.604 2.886
H1 0.070 1.172 3.386
H2 -0.855 1.924 0.558
H3 -0.820 3.020 1.953
H4 -1.923 1.635 1.940
H5 -2.065 0.282 -3.076
H6 -1.968 1.837 -3.924
H7 -1.270 0.381 -4.658
H8 2.912 -1.490 1.058
H9 1.288 -2.197 0.735
H10 1.994 -0.970 -0.384
H11 -0.584 0.050 -1.379
H12 -0.455 -5.874 3.127
H13 0.458 1.781 -3.529
H14 1.897 1.506 -1.669
H15 -2.002 -4.749 3.313

Forces on atoms 1 to 3 (eV/Å):
C 0.505 0.990 0.255
C -0.089 -0.139 -0.215
C -0.306 -0.015 -0.305

Results of the natural (NBO) charge analysis, in e, for atoms 1 through 2:
1 C -0.18
2 C -0.63